[1]
C6H9FS in the gas phase. Source: the OMol25 dataset; level of theory: ωB97M-V/def2-TZVPD.

XYZ file:
```
17
Properties=species:S:1:pos:R:3:forces:R:3:mulliken_charge:R:1
C 0.30333 -1.04326 -0.28018 -0.8 -3.5 -1.6 -0.816
C 1.03738 1.13151 0.10210 2.9 1.2 -1.6 -0.314
H -2.31854 -0.86511 -1.26952 -0.9 0.7 2.2 0.140
S -2.52748 -0.36339 0.09827 1.3 -1.3 -2.2 -0.244
H 0.13392 -1.74973 0.53374 1.4 -0.4 0.3 0.314
H 0.04217 1.28741 -1.81659 -0.1 -0.5 -1.7 0.352
H 0.59259 -0.26962 1.81865 0.1 1.8 -0.1 0.310
H -0.78921 2.23491 -0.61398 0.1 -0.3 0.4 0.322
H 1.77401 2.02464 0.12563 -1.1 -1.7 0.5 0.398
H -0.26164 1.48168 1.75183 0.7 -1.7 -0.4 0.281
H 0.03478 -1.73750 -1.14026 0.6 1.2 0.3 0.440
C 1.61678 -0.19703 -0.42606 0.6 -0.3 -2.2 0.234
C -0.21317 1.32274 -0.79952 -0.1 -1.5 2.4 -0.684
C -0.76596 -0.07538 0.07866 2.9 5.6 -1.0 -0.050
C 0.25193 0.61144 1.18728 -4.6 0.2 4.1 -0.563
H 1.79952 0.02194 -1.54536 0.4 -1.1 1.7 0.253
F 2.89448 -0.79049 0.15666 -3.3 1.6 -1.0 -0.372
```
Forces are in eV/Å.

Computed properties:
ΔE to the lowest compared entry with this formula, charge and spin ... 3.338 eV
LUMO level ... 0.61 eV
SMILES ... F[C@H]1C[C@]2(S)C[C@H]1C2
HOMO level ... -9.148 eV

***

[2]
C6H9GaO4 as an isolated structure. Source: the OMol25 dataset; level of theory: ωB97M-V/def2-TZVPD.

XYZ file:
```
20
Properties=species:S:1:pos:R:3:forces:R:3:mulliken_charge:R:1
H 0.98094 0.90930 1.34400 -0.8 0.0 1.1 0.267
H 4.32666 -0.53849 1.03235 0.2 -0.2 -0.3 0.412
C 2.43332 -0.53836 1.96036 -2.9 0.2 2.1 0.153
C 1.06850 -0.17108 1.55996 2.9 2.5 0.3 0.155
O -1.21062 -0.13562 -1.36189 0.4 0.3 0.7 0.068
C 3.31016 -0.93187 1.00908 1.5 -1.9 -0.5 -0.832
H -2.07305 1.69765 -1.71766 0.1 -0.4 0.1 0.342
C -2.07525 0.92808 -0.93535 -1.2 1.6 0.4 -0.005
H 3.18327 -2.04809 1.10475 0.7 0.2 -1.0 0.387
C -1.55250 1.46078 0.37653 0.1 -0.2 0.3 -1.133
H -3.09232 0.52619 -0.83636 0.4 0.0 -0.1 0.314
C -1.35671 -0.73321 -2.62460 -4.7 1.9 -3.6 0.506
O -2.18962 -0.34263 -3.40628 2.2 -0.8 1.8 -0.389
O 0.41161 -0.99714 0.92144 -1.4 -2.5 -2.4 -0.149
O -0.55304 -1.72306 -2.66143 2.7 -1.4 1.8 -0.347
H -0.49054 1.73214 0.29869 -0.3 0.3 -0.2 0.160
H -1.65012 0.71733 1.17899 -0.2 0.2 -0.1 0.349
H -2.12298 2.35520 0.65668 0.2 -0.2 -0.1 0.429
Ga 0.15158 -1.28971 -0.89615 -0.7 -0.7 -0.9 0.912
H 2.50071 -0.87741 2.99690 0.9 1.1 0.7 0.399
```
Forces are in eV/Å.

Computed properties:
ΔE to the lowest compared entry with this formula, charge and spin ... 2.508 eV
LUMO level (alpha / beta) ... -11.70 / -12.07 eV
Total charge ... +2
HOMO level (alpha / beta) ... -18.841 / -17.689 eV

***

[3]
C6H9I4 as an isolated structure. Source: the OMol25 dataset; level of theory: ωB97M-V/def2-TZVPD.

XYZ file:
```
19
Properties=species:S:1:pos:R:3:forces:R:3:mulliken_charge:R:1
C 5.92989 0.01115 -0.74048 -1.0 0.0 -0.2 -0.437
H -3.19125 -1.24728 -0.67540 0.3 0.2 0.3 0.303
C -1.14261 -1.25566 0.16703 0.3 0.1 0.0 -0.488
C -1.13443 1.23480 0.29713 -0.3 0.2 -1.3 -0.462
H -0.91718 -1.81826 -0.73206 0.2 -0.1 -0.1 0.287
I 5.70428 1.02559 1.03898 0.3 0.2 0.4 0.166
H -0.77633 2.02482 -0.38808 -0.2 -0.4 0.3 0.295
C -2.57957 0.76208 -0.07200 0.3 0.7 -0.6 -0.491
C -2.60496 -0.74686 0.11380 -0.4 -0.6 0.7 -0.494
H -3.32140 1.26909 0.56382 0.2 -0.2 -0.2 0.284
C -0.22174 -0.00454 0.31739 -1.5 -0.4 1.6 -0.457
I 5.37681 -1.98624 -0.67686 0.3 -0.4 0.1 0.150
H 0.24793 -0.04906 1.27509 -1.0 -0.1 1.3 0.078
H -1.16672 1.64973 1.28941 0.2 0.3 0.4 0.272
I 1.70622 0.01525 -0.41028 1.3 0.1 -1.9 0.146
H -2.84918 1.02665 -1.11753 0.4 -0.1 0.6 0.242
H -3.11827 -0.98633 1.06622 0.3 0.0 -0.4 0.218
I 5.03787 0.99831 -2.35297 0.4 0.1 -0.2 0.116
H -0.97935 -1.92325 1.03678 -0.1 0.3 -0.6 0.272
```
Forces are in eV/Å.

Computed properties:
Multiplicity ... 2
LUMO level (alpha / beta) ... -0.54 / -1.57 eV
⟨S²⟩ ... 0.7584
HOMO level (alpha / beta) ... -8.356 / -8.893 eV